A molecular structure, C35H31N6O2PRhS2. Source: OMol25; level of theory: wB97M-V/def2-TZVPD.

XYZ file:
```
78
Properties=species:S:1:pos:R:3:forces:R:3
Rh -0.396 0.294 -0.678 0.047 0.208 0.465
N -5.301 -5.345 -4.676 0.026 0.011 -0.037
C -4.585 -4.306 -4.152 -0.082 -0.101 -0.039
C -5.242 -3.184 -3.630 -0.014 0.063 0.022
C -4.526 -2.128 -3.114 0.016 -0.024 -0.068
C -3.134 -2.172 -3.114 -0.003 -0.300 -0.039
C -2.468 -3.282 -3.622 -0.039 -0.011 -0.007
C -3.186 -4.338 -4.143 0.065 0.036 0.010
S -2.256 -0.869 -2.390 -0.069 0.243 -0.256
O -2.947 0.365 -2.691 0.081 -0.073 0.114
O -0.848 -0.938 -2.834 -0.043 0.089 -0.003
N -2.104 -1.107 -0.813 -0.179 0.351 0.303
C -2.978 -0.448 0.058 0.345 -0.411 -0.368
N -2.322 0.425 0.833 -0.216 -0.036 -0.145
C -3.037 1.133 1.699 0.104 -0.054 0.093
C -4.401 0.948 1.815 -0.001 -0.020 -0.015
C -4.972 0.001 0.977 -0.043 -0.016 -0.002
N -4.275 -0.708 0.091 -0.085 0.123 0.098
H -6.302 -5.353 -4.635 0.003 0.012 0.021
H -4.841 -6.175 -5.000 0.003 0.013 0.020
H -6.324 -3.148 -3.638 -0.013 -0.002 0.004
H -5.043 -1.267 -2.713 0.029 0.031 0.024
H -1.387 -3.310 -3.621 0.025 0.024 0.024
H -2.668 -5.196 -4.552 0.010 -0.010 -0.001
H -2.494 1.851 2.304 0.005 0.009 0.003
H -4.993 1.513 2.518 -0.009 -0.001 0.008
H -6.037 -0.198 1.018 -0.007 -0.007 -0.018
C 5.219 -2.676 1.751 -0.015 0.009 -0.002
C 4.362 -2.464 2.824 0.028 -0.005 -0.033
C 3.102 -1.924 2.615 -0.069 0.061 0.068
C 2.685 -1.576 1.331 0.097 -0.114 -0.111
C 3.545 -1.821 0.263 -0.038 -0.026 -0.114
C 4.807 -2.361 0.465 -0.032 0.000 0.068
P 1.070 -0.788 1.015 0.053 -0.073 0.145
C -0.049 -1.604 2.190 -0.034 0.152 0.093
C -0.428 -1.007 3.389 -0.010 -0.043 0.048
C -1.343 -1.633 4.225 0.032 -0.009 -0.057
C -1.888 -2.856 3.863 -0.005 -0.003 -0.005
C -1.519 -3.452 2.664 -0.004 0.018 0.018
C -0.608 -2.826 1.827 -0.030 -0.054 -0.020
C 1.215 0.933 1.574 -0.022 -0.017 -0.201
C 1.933 1.490 2.623 0.025 0.068 0.103
C 1.809 2.853 2.871 -0.102 -0.022 -0.078
C 0.971 3.626 2.070 0.007 -0.037 0.099
C 0.284 3.058 1.000 -0.164 0.012 -0.065
C 0.404 1.696 0.712 0.218 0.061 0.070
H 6.198 -3.104 1.916 0.008 -0.003 0.011
H 4.674 -2.729 3.825 -0.004 -0.002 0.013
H 2.434 -1.786 3.457 -0.015 0.007 -0.007
H 3.209 -1.621 -0.750 -0.009 0.030 0.009
H 5.458 -2.554 -0.377 0.003 0.001 -0.019
H -0.019 -0.045 3.670 0.007 0.022 0.005
H -1.629 -1.163 5.157 -0.011 0.004 0.015
H -2.605 -3.343 4.510 -0.002 -0.004 0.007
H -1.954 -4.399 2.375 0.003 -0.008 -0.014
H -0.353 -3.284 0.879 0.024 0.024 -0.024
H 2.570 0.879 3.253 0.010 -0.019 -0.016
H 2.344 3.310 3.693 0.017 0.004 0.017
H 0.865 4.684 2.274 -0.003 0.013 0.002
H -0.352 3.696 0.393 -0.002 -0.006 0.000
N 1.414 1.020 -2.497 0.029 -0.032 -0.507
C 2.222 1.946 -1.968 0.573 -0.351 0.416
S 3.614 1.429 -1.078 -0.282 0.157 -0.291
N 1.952 3.230 -2.090 -0.126 0.130 -0.058
C 2.718 4.252 -1.465 -0.119 -0.114 -0.259
C 3.253 4.038 -0.202 0.097 -0.040 0.174
C 4.089 5.008 0.348 0.013 0.058 -0.065
C 4.321 6.186 -0.335 0.028 -0.009 0.073
C 3.724 6.409 -1.576 -0.030 -0.029 -0.032
C 2.922 5.441 -2.151 0.099 0.025 0.039
H 1.729 0.060 -2.551 -0.014 0.014 0.089
H 0.750 1.270 -3.221 -0.093 -0.037 0.129
H 1.177 3.511 -2.678 -0.050 -0.002 0.112
H 2.927 3.207 0.416 -0.067 0.032 -0.053
H 4.510 4.849 1.331 0.017 -0.009 0.011
H 4.950 6.949 0.103 0.002 0.008 -0.005
H 3.899 7.337 -2.103 0.011 0.014 0.006
H 2.485 5.593 -3.130 -0.004 -0.002 -0.015
```
Forces are in eV/Å.

Values from the calculation:
- E_tot: -3079.322714 Ha
- Expectation value of S²: 6.0173
- Charge: +1
- Orbital gap (alpha / beta): 6.51 / 3.63 eV
- Energy above the lowest of the compared OMol25 structures with the same formula, charge and spin: 26.6 kcal/mol
- Multiplicity: 5